Record 1
The following is a DFT calculation (ωB97M-V/def2-TZVPD) of a 2-piece molecular cluster, C20H30Cl2F4N2O6S overall.

Structure (XYZ):
```
65
Properties=species:S:1:pos:R:3:mulliken_charge:R:1
C -1.2422 0.8039 4.5309 -0.32
O -0.7842 -0.3720 5.2917 -0.43
C -0.9919 -1.6246 4.5169 -0.60
C 0.0869 -1.7663 3.2613 0.96
C 1.4581 -2.5559 3.7636 -0.86
C 2.7634 -1.8199 3.0226 -0.57
C 2.6700 -2.2172 1.4347 -0.63
C 2.1031 -0.9723 0.4723 0.23
C 0.9177 -1.6288 -0.4509 -0.43
C 0.2625 -0.6193 -1.5643 0.41
C 1.0806 0.2520 -2.6891 0.43
C 2.7177 0.2141 -2.7687 -0.81
O 3.3739 1.2731 -1.9321 -0.11
O 4.5872 0.8877 -1.6198 -0.47
C 0.2766 1.1850 -3.7715 0.16
C 1.1125 2.0319 -4.9341 -0.75
C 1.4040 0.9249 -6.1463 -0.10
F 1.8899 1.5717 -7.4080 -0.31
C -1.3611 1.2244 -3.7017 -0.25
N -2.1034 0.4214 -2.6520 0.77
N -3.4890 0.4670 -2.6566 -0.80
C -1.4030 -0.4722 -1.6066 -0.42
C -2.4114 -1.2893 -0.5811 -0.27
Cl -2.7769 -0.7414 1.1588 -0.01
C -3.0228 -2.5510 -1.1379 0.32
C -2.6941 -3.0246 -2.7076 -0.73
Cl -4.1548 -3.6804 -0.1600 -0.16
H -1.7284 1.6168 5.2316 0.27
H -0.3680 1.2750 3.8934 0.16
H -2.0786 0.4711 3.7676 0.09
H -0.8540 -2.5914 5.1863 0.39
H -2.0698 -1.6920 4.0378 0.19
H 0.4592 -0.7063 2.8727 -0.40
H -0.4618 -2.3934 2.4352 -0.06
H 1.3372 -3.6842 3.4049 0.28
H 1.5538 -2.4993 4.9294 0.35
H 2.8234 -0.6730 3.2471 0.32
H 3.7391 -2.3461 3.4636 0.29
H 1.8941 -3.1060 1.3488 0.27
H 3.7040 -2.6288 1.0432 0.39
H 1.7418 -0.0792 1.1666 0.14
H 3.0387 -0.5868 -0.1154 0.03
H 0.1131 -2.0721 0.3114 -0.01
H 1.3563 -2.5691 -1.0154 0.33
H 3.1562 -0.8100 -2.3443 0.44
H 3.1293 0.4139 -3.8708 0.19
H 4.9005 1.3956 -0.7903 0.35
H 0.4410 2.9105 -5.3441 0.37
H 2.1251 2.3879 -4.4627 0.31
H 2.1800 0.0874 -5.8150 0.22
H 0.3838 0.3439 -6.3294 0.27
H -2.0216 1.8466 -4.4697 0.25
H -3.8500 1.1512 -3.3836 0.30
H -3.8755 0.8220 -1.7504 0.31
H -3.4538 -3.8339 -3.0834 0.36
H -2.7345 -2.0947 -3.4549 0.18
H -1.6021 -3.4626 -2.8236 0.22
C -1.4537 5.4308 3.3188 0.49
F -0.6286 6.1783 2.5172 -0.23
F -0.8077 5.3279 4.5246 -0.23
F -2.5553 6.2144 3.5525 -0.22
S -1.8830 3.7705 2.5764 1.20
O -0.6002 3.0767 2.3964 -0.64
O -2.5593 4.0705 1.3067 -0.69
O -2.7602 3.1158 3.5564 -0.68
```

Summary:
ΔE to the lowest compared entry with this formula, charge and spin	1299.99	kJ/mol
HOMO level	-7.929	eV
LUMO level	-2.931	eV
Kohn-Sham gap	5.00	eV



Record 2
The following is a DFT calculation (ωB97M-V/def2-TZVPD) of a 2-piece molecular cluster, C3H9NO2 overall.

Structure (XYZ):
```
15
Properties=species:S:1:pos:R:3:mulliken_charge:R:1
C -1.6935 0.4988 -2.5483 -0.92
C -0.7861 0.0892 -1.3698 0.70
O -0.2638 -1.0278 -1.3674 -0.62
O -0.6085 0.9289 -0.3786 -0.53
H -2.4803 -0.2325 -2.6093 0.28
H -1.0156 0.5455 -3.3914 0.26
H -2.0207 1.4832 -2.2585 0.29
H 0.0886 0.5013 0.2958 0.53
C 1.2513 -0.2251 2.5005 -0.78
N 1.1465 -0.4684 1.0580 -0.58
H 1.0249 0.8380 2.7021 0.26
H 2.2103 -0.4877 2.9328 0.31
H 0.4598 -0.7188 3.0653 0.28
H 2.0196 -0.4028 0.5636 0.23
H 0.6675 -1.3217 0.8050 0.31
```

Summary:
ΔE to the lowest compared entry with this formula, charge and spin	57.25	kJ/mol
HOMO level	-9.550	eV
structure (SMILES)	CC(=O)O.CN
LUMO level	0.851	eV
Kohn-Sham gap	10.40	eV



Record 3
The following is a DFT calculation (ωB97M-V/def2-TZVPD) of one molecule with the formula CH3N5O.

Structure (XYZ):
```
10
Properties=species:S:1:pos:R:3:mulliken_charge:R:1
H 0.9398 2.1706 -0.0159 0.20
N 1.1982 1.1965 0.0818 -0.71
C 0.1780 0.4380 -0.0620 0.42
N -1.1695 0.6088 -0.1400 0.05
N -1.8458 -0.5603 0.0808 -0.34
N -1.0082 -1.5283 0.0500 -0.24
N 0.1917 -0.9153 -0.1253 0.51
O 1.2438 -1.7412 -0.0599 -0.53
H -1.7435 1.5022 -0.0403 0.26
H 2.0156 -1.1708 0.2307 0.39
```

Summary:
ΔE to the lowest compared entry with this formula, charge and spin	172.34	kJ/mol
HOMO level	-8.838	eV
structure (SMILES)	[H]/N=c1\[nH]nnn1O
LUMO level	0.716	eV
Kohn-Sham gap	9.55	eV



Record 4
The following is a DFT calculation (ωB97M-V/def2-TZVPD) of C26H27N4O3PPd as an isolated structure.

Structure (XYZ):
```
62
Properties=species:S:1:pos:R:3:lowdin_spin:R:1
Pd 0.1315 -1.2888 0.1774 0.00
O -2.8479 -2.8091 1.5969 0.05
N -1.9272 -2.0646 2.4083 0.33
C -1.7428 -0.8748 1.8447 0.08
C -1.2099 0.2077 2.6138 0.12
C -1.3293 0.2343 4.0339 0.03
C -0.9485 1.3273 4.7663 0.04
C -0.4004 2.4731 4.1448 0.09
C -0.1847 2.4394 2.7813 0.01
C -0.5140 1.3202 2.0137 0.11
P 0.0752 1.0482 0.3464 0.05
C 1.6520 1.9875 0.2471 0.02
C 2.5522 1.8940 1.3117 0.00
C 3.8201 2.4473 1.2255 0.00
C 4.2247 3.0940 0.0646 0.00
C 3.3484 3.1743 -1.0077 0.00
C 2.0773 2.6231 -0.9182 0.00
C -1.0045 2.0428 -0.7668 0.01
C -1.8414 1.3804 -1.6592 0.01
C -2.7173 2.0967 -2.4685 0.00
C -2.7646 3.4798 -2.3960 0.01
C -1.9359 4.1502 -1.5020 0.00
C -1.0684 3.4352 -0.6928 0.00
H -2.6863 -3.7096 1.8906 0.00
H -2.2831 -0.6547 0.9229 0.01
H -1.7847 -0.6238 4.5113 0.00
H -1.0956 1.3202 5.8418 0.00
H -0.1164 3.3415 4.7262 0.01
H 0.3086 3.2817 2.3049 0.00
H 2.2443 1.3885 2.2206 0.00
H 4.4954 2.3693 2.0694 0.00
H 5.2157 3.5260 -0.0041 0.00
H 3.6530 3.6668 -1.9237 0.00
H 1.4105 2.6886 -1.7695 0.00
H -1.8090 0.2966 -1.7149 0.00
H -3.3623 1.5635 -3.1570 0.00
H -3.4448 4.0378 -3.0287 0.00
H -1.9704 5.2310 -1.4315 0.00
H -0.4316 3.9640 0.0072 0.00
O 2.2514 -2.6594 -1.3656 0.00
N 1.7030 -2.7865 -0.1601 0.01
C 2.0364 -1.9135 0.8670 0.00
C 1.8962 -2.3628 2.2100 0.00
C 1.3394 -3.5755 2.4893 0.00
C 0.9065 -4.3997 1.4241 0.00
C 1.0787 -3.9785 0.1416 0.00
H 2.7429 -1.1513 0.5684 0.00
H 2.2393 -1.6996 2.9925 0.00
H 1.2076 -3.8945 3.5139 0.00
H 0.4104 -5.3420 1.6048 0.00
H 0.7963 -4.5230 -0.7466 0.00
C -1.7211 -2.7544 -5.1436 0.00
N -1.9534 -2.1171 -3.8683 0.00
C -1.0492 -2.1546 -2.8183 0.00
N 0.2128 -2.5027 -3.1234 0.00
O -1.4443 -1.8718 -1.6878 0.00
H -2.6293 -2.6884 -5.7396 0.00
H -1.4441 -3.8098 -5.0487 0.00
H -0.9368 -2.2394 -5.7048 0.00
H -2.9002 -2.0776 -3.5298 0.00
H 0.4907 -2.5645 -4.0855 0.00
H 0.9790 -2.4384 -2.4198 0.00
```

Summary:
net charge	-1
ΔE to the lowest compared entry with this formula, charge and spin	24.46	kJ/mol
HOMO level (alpha / beta)	-1.156 / -3.673	eV
LUMO level (alpha / beta)	2.606 / 2.605	eV
2S+1	2
Kohn-Sham gap (alpha / beta)	3.76 / 6.28	eV



Record 5
The following is a DFT calculation (ωB97M-V/def2-TZVPD) of C32H44AsMnNO6P2 as an isolated structure.

Structure (XYZ):
```
87
Properties=species:S:1:pos:R:3:lowdin_spin:R:1
Mn 0.1938 1.4758 0.3537 4.62
C 3.5475 1.0848 -1.6394 0.00
C 3.1573 -0.0816 -2.5331 0.00
C 4.3469 -0.6314 -3.3024 0.00
O 2.6306 -1.1641 -1.7125 0.00
P 1.0713 -1.1919 -1.4895 0.01
O 0.5176 0.1622 -1.1921 0.06
C 0.8625 -2.3817 -0.1177 0.00
P 1.1321 -1.4805 1.4501 0.01
O 0.3039 -0.2443 1.5849 0.05
O 0.7540 -2.3308 2.7021 0.00
C 1.0047 -3.7055 3.0840 0.00
C 2.4330 -4.1249 2.7975 0.00
C -0.0253 -4.6285 2.4518 0.00
O 2.6811 -1.1406 1.4238 0.00
C 3.1970 -0.3738 2.5499 0.00
C 3.2568 1.1050 2.1958 0.01
C 4.5763 -0.9094 2.8981 0.00
O 0.2978 -1.6178 -2.7812 0.00
C 0.2515 -2.8506 -3.5371 0.00
C 1.6125 -3.5097 -3.6321 0.00
C -0.8195 -3.7674 -2.9648 0.00
H 3.9600 1.8830 -2.2503 0.00
H 4.2987 0.7668 -0.9227 0.00
H 2.6778 1.4784 -1.0990 0.00
H 2.3608 0.2328 -3.2188 0.00
H 5.0502 -1.1014 -2.6192 0.00
H 4.8480 0.1809 -3.8211 0.00
H 4.0330 -1.3677 -4.0373 0.00
H 1.5641 -3.2051 -0.2232 0.00
H -0.1628 -2.7593 -0.1158 0.00
H 0.8387 -3.6772 4.1666 0.00
H 2.6914 -3.9886 1.7490 0.00
H 2.5534 -5.1710 3.0592 0.00
H 3.1268 -3.5490 3.4010 0.00
H 0.2276 -4.8797 1.4245 0.00
H -1.0052 -4.1567 2.4743 0.00
H -0.0788 -5.5469 3.0309 0.00
H 2.5001 -0.5129 3.3858 0.00
H 3.9918 1.2898 1.4182 0.00
H 3.5385 1.6676 3.0815 0.00
H 2.2726 1.4686 1.8569 0.01
H 5.1962 -0.9609 2.0049 0.00
H 4.5179 -1.9000 3.3387 0.00
H 5.0451 -0.2411 3.6145 0.00
H -0.0652 -2.5106 -4.5303 0.00
H 2.0031 -3.7607 -2.6476 0.00
H 2.3185 -2.8523 -4.1316 0.00
H 1.5255 -4.4191 -4.2171 0.00
H -0.4601 -4.3195 -2.0993 0.00
H -1.1220 -4.4812 -3.7258 0.00
H -1.6930 -3.1839 -2.6781 0.00
C -7.0766 1.1087 -0.1416 0.00
C -6.3483 0.4206 -1.1001 0.00
C -4.9753 0.2975 -0.9673 0.00
C -4.3276 0.8882 0.1122 0.02
C -5.0506 1.5842 1.0677 0.00
C -6.4285 1.6962 0.9324 0.00
As -2.3420 0.6055 0.1879 0.03
C -1.9809 2.0385 1.5013 0.01
C -1.9979 1.9128 2.8903 0.01
C -2.0621 3.0477 3.6859 0.00
C -2.1373 4.3098 3.1062 0.01
C -2.1146 4.4596 1.7283 0.00
C -2.0186 3.3359 0.9116 0.02
C -1.9722 3.3294 -0.5538 0.01
C -1.9575 4.4457 -1.3839 0.00
C -1.9225 4.2804 -2.7577 0.01
C -1.8930 3.0107 -3.3205 0.00
C -1.9179 1.8855 -2.5133 0.01
C -1.9685 2.0320 -1.1315 0.01
H -8.1522 1.1752 -0.2243 0.00
H -6.8519 -0.0317 -1.9419 0.00
H -4.3970 -0.2553 -1.7035 0.00
H -4.5570 2.0373 1.9187 0.00
H -6.9947 2.2342 1.6773 0.00
H -1.9944 0.9260 3.3403 0.00
H -2.0920 2.9549 4.7600 0.00
H -2.2198 5.1834 3.7344 0.00
H -2.1921 5.4439 1.2927 0.00
H -1.9842 5.4387 -0.9603 0.00
H -1.9204 5.1510 -3.3979 0.00
H -1.8770 2.9044 -4.3940 0.00
H -1.9162 0.8935 -2.9490 0.00
N 1.3873 4.4294 0.7870 0.04
C 0.9933 3.3589 0.5736 0.04
H 1.7241 5.3513 0.9743 0.00
```

Summary:
net charge	+2
HOMO level (alpha / beta)	-13.388 / -13.402	eV
LUMO level (alpha / beta)	-4.965 / -5.999	eV
2S+1	6
Kohn-Sham gap (alpha / beta)	8.42 / 7.40	eV



Record 6
The following is a DFT calculation (ωB97M-V/def2-TZVPD) of a 3-piece molecular cluster, CH8O2S overall.

Structure (XYZ):
```
12
Properties=species:S:1:pos:R:3:mulliken_charge:R:1
C 0.6788 1.2393 -1.1945 -0.69
S 0.9181 2.1057 0.3747 -0.18
H 0.2407 0.2585 -1.0059 0.18
H 1.6581 1.1097 -1.6499 0.27
H 0.0346 1.8016 -1.8649 0.31
H -0.3694 2.3469 0.6470 0.10
O 0.7917 -2.4441 0.1828 -0.63
H 0.2391 -1.7395 0.5365 0.35
H 1.4970 -2.5796 0.8240 0.32
O -1.5510 -0.7665 1.2164 -0.64
H -1.7834 -0.8689 0.2793 0.32
H -2.3542 -0.4631 1.6545 0.29
```

Summary:
ΔE to the lowest compared entry with this formula, charge and spin	36.21	kJ/mol
HOMO level	-8.965	eV
structure (SMILES)	CS.O.O
LUMO level	0.471	eV
Kohn-Sham gap	9.44	eV



Record 7
The following is a DFT calculation (ωB97M-V/def2-TZVPD) of one molecule with the formula CH4N2S.

Structure (XYZ):
```
8
Properties=species:S:1:pos:R:3:mulliken_charge:R:1
C -1.5453 0.0438 0.1842 -0.42
N -0.2680 0.3097 -0.0455 0.21
N 0.7254 -0.5340 0.2271 -0.57
S 2.3334 0.1770 0.0927 -0.18
H -1.8533 -0.8592 0.6550 0.30
H -2.4263 0.6138 -0.3188 0.20
H -0.0282 1.1606 -0.5982 0.31
H 3.0623 -0.9116 -0.1966 0.15
```

Summary:
ΔE to the lowest compared entry with this formula, charge and spin	351.92	kJ/mol
HOMO level (alpha / beta)	-7.446 / -7.446	eV
LUMO level (alpha / beta)	0.742 / 0.742	eV
Kohn-Sham gap (alpha / beta)	8.19 / 8.19	eV



Record 8
The following is a DFT calculation (ωB97M-V/def2-TZVPD) of a 2-piece molecular cluster, H5NO overall.

Structure (XYZ):
```
7
Properties=species:S:1:pos:R:3:mulliken_charge:R:1
N 1.5261 -0.0334 -0.0667 -0.75
H 1.4702 -0.4353 0.8996 0.23
H 1.2360 0.9217 -0.0335 0.21
H 0.7213 -0.4768 -0.5181 0.32
O -1.3814 0.0325 -0.1039 -0.69
H -1.8987 -0.7021 0.3260 0.33
H -1.1605 0.6661 0.6241 0.34
```

Summary:
ΔE to the lowest compared entry with this formula, charge and spin	36.62	kJ/mol
HOMO level	-9.883	eV
structure (SMILES)	N.O
LUMO level	0.680	eV
Kohn-Sham gap	10.56	eV



Record 9
The following is a DFT calculation (ωB97M-V/def2-TZVPD) of C16H29BCl2O4Pb as an isolated structure.

Structure (XYZ):
```
53
Properties=species:S:1:pos:R:3:mulliken_charge:R:1
C 2.6488 -2.0820 -1.8122 0.46
C 2.5019 -2.9026 -0.6580 0.35
C 3.0842 -2.2140 0.4462 0.65
C 1.8807 -4.2412 -0.5814 -1.14
C 3.6008 -0.9786 -0.0285 0.28
C 3.3702 -0.9201 -1.4287 0.53
C 3.6507 0.2190 -2.3053 -1.24
C 2.1223 -2.3635 -3.1584 -1.53
C 3.1128 -2.6981 1.8428 -1.44
C 4.2455 0.0782 0.7794 -1.78
Pb -2.7808 -2.4037 -0.6076 0.71
Cl -1.0735 -2.4570 1.0046 -0.43
Cl -1.5337 -3.7977 -2.2526 -0.51
O 0.0783 0.9175 0.6276 -0.33
H 1.2746 -4.4412 -1.4706 0.26
H 1.2231 -4.3135 0.2953 0.19
H 2.6506 -5.0241 -0.4870 0.23
H 2.1264 -3.0751 2.1505 0.23
H 3.4149 -1.8966 2.5275 0.36
H 3.8319 -3.5230 1.9583 0.23
H 3.8715 0.0948 1.8096 0.41
H 4.0678 1.0650 0.3384 0.39
H 5.3335 -0.0715 0.8250 0.19
H 4.0585 1.0459 -1.7207 0.38
H 2.6752 0.5547 -2.7183 0.28
H 4.3543 -0.0191 -3.1202 0.23
H 1.2200 -2.9812 -3.1039 0.18
H 2.8791 -2.9041 -3.7426 0.20
H 1.8509 -1.4552 -3.7052 0.38
H 0.6477 1.1456 1.3870 0.17
O 0.9518 0.6228 -2.0633 -0.97
H 0.5598 0.8457 -1.1697 0.10
C -4.2234 0.5879 1.0327 -1.79
C -3.3989 1.7131 0.3927 1.52
C -4.1677 2.3097 -0.7719 -1.80
O -2.1782 1.1184 -0.1117 -0.38
B -1.1827 1.4044 0.8141 0.57
O -1.5611 2.2496 1.8445 -0.59
C -2.8586 2.7857 1.4859 1.76
C -2.6564 4.1840 0.8956 -2.00
C -3.7006 2.9379 2.7426 -1.78
H -4.4666 -0.1651 0.2616 0.35
H -5.1736 0.9746 1.4315 0.30
H -3.6570 0.0949 1.8419 0.35
H -4.4029 1.5299 -1.5083 0.45
H -5.1139 2.7272 -0.4028 0.35
H -3.6074 3.1102 -1.2706 0.33
H -3.6279 4.6625 0.7056 0.34
H -2.1160 4.8058 1.6234 0.49
H -2.0742 4.1600 -0.0378 0.40
H -3.8688 1.9779 3.2483 0.33
H -3.1915 3.6179 3.4405 0.46
H -4.6722 3.3877 2.4845 0.34
```

Summary:
net charge	-2
ΔE to the lowest compared entry with this formula, charge and spin	89.14	kJ/mol
HOMO level (alpha / beta)	1.632 / 1.633	eV
LUMO level (alpha / beta)	3.909 / 3.909	eV
Kohn-Sham gap (alpha / beta)	2.28 / 2.28	eV